Molecular formula: C20H24Ge2LuSe3Te
Method: DFT, the ωB97M-V functional and the def2-TZVPD basis

Its spin multiplicity is 2. The frontier orbital gap (spin up / spin down) is 4.61 / 3.14 eV. For the strongest force on any atom, the calculation gives 3.432 eV/A.

Positions of all 51 atoms, in Å:
Lu 11.18444 10.19617 9.84800
C 10.94326 11.01347 12.19734
C 9.97150 11.78027 11.60468
C 10.54749 12.62530 10.60216
C 11.94860 12.49046 10.73871
C 12.19101 11.48665 11.70236
H 10.75097 10.16023 12.83971
H 8.92115 11.77460 11.91993
H 10.00500 13.29919 9.95774
H 12.65875 13.15631 10.16146
H 13.16392 11.16387 12.10076
Se 11.24105 10.20558 6.96931
Se 13.29636 10.71605 8.18896
Te 14.18047 9.02676 10.02940
Se 12.35395 7.83260 11.12396
C 9.30496 7.07866 5.42229
Ge 10.05912 6.68285 7.21095
C 11.99521 6.43055 7.10316
C 9.32336 4.86739 7.73686
Ge 9.16668 8.28773 9.07386
C 7.42802 9.09389 8.32598
C 7.28996 10.39534 7.86100
C 6.15171 10.72394 7.10501
C 5.14691 9.77276 6.89837
C 5.25461 8.52940 7.46807
C 6.38214 8.17440 8.23074
C 8.48656 7.42476 10.72967
C 7.41411 8.05899 11.34714
C 6.83785 7.40213 12.50638
C 7.59807 6.39858 13.16005
C 8.70247 5.82515 12.53496
C 9.10117 6.35736 11.31815
H 9.37445 6.14464 4.89288
H 9.84253 7.93029 4.96773
H 8.26925 7.41118 5.63069
H 12.67056 7.31717 7.13368
H 12.15799 6.07425 6.06412
H 12.24199 5.68127 7.81876
H 9.85145 3.98847 7.25478
H 8.22490 4.84609 7.63820
H 9.54484 4.78509 8.81486
H 8.06472 11.08133 8.09402
H 6.01106 11.72214 6.80042
H 4.32904 10.05563 6.26389
H 4.38616 7.88117 7.41593
H 6.37800 7.22937 8.71082
H 6.94490 8.98804 11.03805
H 5.98920 7.88476 13.04081
H 7.24321 6.02036 14.09438
H 9.26941 5.07290 13.09913
H 10.00105 5.93533 10.81099

natural (NBO) population analysis, charges in e, atoms 1 to 2: 1.016, -0.387